1.
Below is a 6-piece molecular cluster, C36H36O12 overall, with properties calculated with ωB97M-V/def2-TZVPD.

```
84
Properties=species:S:1:pos:R:3:forces:R:3
C 6.4310 4.7191 0.0723 3.13 -3.56 -1.32
C 6.9286 3.2556 0.0909 -2.19 4.56 0.40
C 6.0996 2.3181 0.5904 -3.61 2.09 -0.21
C 4.7748 2.7388 0.9415 -1.74 0.23 0.66
C 4.3001 4.1212 0.9562 1.06 -3.76 0.81
C 5.1756 5.1216 0.5194 2.28 -2.19 -0.53
O 4.7974 6.3646 0.5554 -4.98 -1.25 2.11
O 6.3825 1.0152 0.5471 -0.30 -1.28 0.41
H 7.2374 5.2809 -0.4944 -1.59 0.25 1.09
H 7.8451 2.9543 -0.3506 0.90 0.27 -0.34
H 3.9987 1.9009 1.2255 1.66 1.80 -0.35
H 3.3431 4.2446 1.4918 0.51 0.47 -0.86
H 5.2725 7.0593 0.2836 3.47 3.24 -1.78
H 7.3258 1.0446 0.5331 1.21 -1.01 -0.08
C -3.7727 3.9444 -2.3296 -0.47 1.66 1.84
C -4.8102 4.6766 -1.5351 1.62 0.96 0.58
C -6.1204 4.8426 -2.0230 2.10 -1.23 0.27
C -6.4961 4.1075 -3.1282 3.00 -0.68 -0.45
C -5.5132 3.3701 -3.8225 0.95 -0.11 -2.21
C -4.1219 3.4193 -3.5628 -2.11 0.65 2.76
O -3.1136 2.9116 -4.2981 -0.54 -0.84 -2.18
O -7.0146 5.5901 -1.3521 -1.69 -1.09 -0.48
H -2.6761 3.7858 -2.0878 -1.57 0.72 0.38
H -4.6986 5.3375 -0.5056 0.62 -2.18 -2.69
H -7.4003 4.2973 -3.5679 -2.39 -0.09 -0.86
H -5.6592 2.8455 -4.8076 -0.89 0.59 1.02
H -3.4591 2.7023 -5.2070 0.58 0.20 1.23
H -6.6576 6.4060 -1.0862 0.87 1.52 0.63
C 0.9811 1.4758 -1.5449 -0.46 -6.56 3.40
C 1.5724 0.2505 -0.8191 -5.57 2.86 -3.33
C 0.7548 -0.9162 -0.7417 3.60 1.44 -1.25
C -0.4700 -0.9700 -1.3567 -2.79 3.23 -0.39
C -1.0751 0.2377 -1.9640 5.29 -2.47 3.13
C -0.3334 1.4102 -2.0026 1.97 -2.88 1.13
O -0.7724 2.4564 -2.6156 5.10 6.37 7.27
O 1.3703 -2.0939 -0.4128 -3.15 -1.52 0.46
H 1.4869 2.3519 -1.5342 1.63 2.52 -0.31
H 2.5712 0.3061 -0.6097 2.32 -0.21 0.95
H -1.2260 -1.7272 -1.1977 0.66 -0.81 -0.28
H -1.9026 0.0458 -2.4952 -3.31 -0.05 -1.58
H -1.2250 2.2288 -3.2626 -7.04 -2.78 -9.47
H 2.2747 -2.2458 -0.2626 2.00 0.94 0.21
C -3.7605 0.9396 3.0710 -3.18 1.91 -3.54
C -4.6953 2.0740 2.5361 4.25 -7.89 -2.68
C -5.0061 2.0748 1.2169 1.40 -1.69 -2.12
C -4.4556 1.0379 0.2789 3.04 2.76 14.17
C -3.6428 0.0997 0.9116 0.20 -2.63 -2.08
C -3.3305 -0.1076 2.3033 -0.47 2.19 -2.01
O -2.5208 -1.1690 2.6382 -5.33 0.93 4.97
O -5.7080 3.1116 0.7458 -0.96 0.69 0.13
H -3.6449 1.0003 4.0593 0.90 0.02 3.85
H -4.8878 2.8450 3.0824 -1.36 4.38 3.56
H -4.6765 0.7727 -0.5521 -3.07 -1.94 -10.60
H -3.2746 -0.7651 0.1843 -0.66 1.74 1.58
H -1.9036 -1.1583 2.0264 5.23 -0.60 -4.58
H -5.6627 3.1564 -0.2081 0.00 -0.04 -0.42
C -1.6092 -4.4709 2.6251 -0.03 0.16 -1.00
C -2.2931 -5.7340 2.4021 0.75 4.38 2.88
C -2.1928 -6.3133 1.2119 1.91 2.65 -1.27
C -1.3513 -5.8071 0.2526 3.43 -0.45 -1.91
C -0.6650 -4.6121 0.4037 1.59 0.11 -1.45
C -0.8592 -3.8743 1.5435 0.30 0.67 3.12
O -0.1584 -2.6501 1.8052 -4.26 -1.96 2.44
O -2.9430 -7.2721 0.8254 -2.30 -6.62 1.00
H -1.7258 -3.9123 3.5941 0.17 -0.68 -1.22
H -3.0058 -6.0137 3.1674 0.07 -0.43 -0.04
H -0.8310 -6.5042 -0.5052 -1.83 1.00 0.80
H 0.1842 -4.3154 -0.3322 -1.84 -0.45 1.24
H 0.5392 -2.5485 1.2344 2.67 0.22 -2.65
H -2.8568 -7.9915 1.5485 -0.82 1.37 -1.88
C 3.5977 -5.0355 1.1617 0.21 1.82 1.33
C 3.4705 -3.6199 1.7876 -2.51 -3.99 1.76
C 4.2217 -2.6122 1.3368 2.95 2.56 -1.90
C 5.3048 -2.9621 0.4546 1.11 -0.35 -1.61
C 5.6423 -4.2806 0.0683 -0.99 0.10 0.23
C 4.7469 -5.3882 0.4063 -0.03 1.36 -0.30
O 5.0256 -6.6139 -0.2745 1.10 0.11 1.49
O 4.1126 -1.2220 1.6381 0.46 0.40 -0.87
H 2.6610 -5.5858 1.4773 1.77 -0.19 -0.72
H 2.7282 -3.6138 2.7571 1.66 0.48 -2.98
H 5.8588 -2.1029 -0.0580 -0.55 -1.29 1.05
H 6.5110 -4.5669 -0.6133 -1.27 0.89 1.00
H 5.9847 -6.9552 -0.1130 -2.57 1.35 -0.15
H 4.6666 -0.5191 1.0713 -1.26 -3.09 1.55
```
Positions in Å, forces in eV/Å.

The total energy is -2295.83250 hartree. For the gap between HOMO and LUMO, the calculation gives 8.2 eV. The SMILES is Oc1ccc(O)cc1.Oc1ccc(O)cc1.Oc1ccc(O)cc1.Oc1ccc(O)cc1.Oc1ccc(O)cc1.Oc1ccc(O)cc1. The value obtained for the HOMO energy is -7.76 eV. The calculation puts the energy above the lowest of the compared OMol25 structures with the same formula, charge and spin at 239.5 kcal per mole.

Mulliken atomic charge list, values in e, 5 entries: C -0.492; C -0.664; C 0.472; C 0.005; C -0.754


2.
Below is C36H37AlBrNP2S3 as an isolated structure, with properties calculated with ωB97M-V/def2-TZVPD.

```
81
Properties=species:S:1:pos:R:3:forces:R:3
Al -0.3259 0.3858 0.0940 0.02 -0.13 -0.26
C 0.8716 -2.8317 1.7805 -0.01 -0.01 0.00
C 0.9673 -1.6118 2.6874 -0.02 -0.03 -0.02
S -0.1699 -0.2278 2.4229 -0.06 0.00 0.05
C -1.8707 -0.8212 2.6364 0.01 -0.02 0.02
C -2.4252 -1.7686 1.5748 0.08 0.00 -0.02
S -2.2197 -1.1540 -0.1293 -0.34 0.00 0.09
C -1.8108 -2.6406 -1.0653 0.12 0.05 0.05
C -0.6517 -3.4622 -0.5161 0.01 -0.04 -0.06
S 0.7801 -2.4674 -0.0047 0.04 -0.01 0.08
H 0.0191 -3.4535 2.0457 -0.01 0.03 -0.01
H 1.7641 -3.4339 1.9523 0.01 0.00 -0.04
H 1.9466 -1.1364 2.5912 -0.02 0.01 -0.03
H 0.8722 -1.9218 3.7290 -0.02 0.01 0.01
H -2.4499 0.1032 2.6675 0.03 0.02 0.00
H -1.9493 -1.2867 3.6192 0.00 0.00 0.00
H -3.4926 -1.8956 1.7508 -0.01 0.00 -0.01
H -1.9609 -2.7491 1.6372 0.00 0.02 -0.01
H -1.5823 -2.2627 -2.0617 0.02 0.01 -0.05
H -2.7128 -3.2467 -1.1491 0.00 -0.01 0.04
H -0.3233 -4.1467 -1.2977 0.05 0.03 -0.01
H -0.9558 -4.0832 0.3247 0.01 0.03 0.01
N 2.0441 0.3902 -1.8126 -0.07 -0.05 0.07
P 0.4338 0.4020 -2.3543 -0.06 -0.05 0.01
C 0.1656 1.8746 -3.3425 -0.08 0.01 0.02
C -0.8533 2.7615 -3.0026 0.08 0.03 0.01
C -1.0514 3.9063 -3.7635 0.00 0.01 0.00
C -0.2300 4.1664 -4.8486 -0.02 0.03 0.00
C 0.7917 3.2842 -5.1881 0.02 -0.01 -0.01
C 0.9870 2.1363 -4.4429 0.00 -0.05 -0.03
C 0.2605 -0.9961 -3.4786 0.16 -0.03 0.02
C -0.7894 -0.9929 -4.3959 -0.07 -0.01 -0.01
C -1.0382 -2.1208 -5.1659 -0.01 0.06 0.00
C -0.2312 -3.2431 -5.0385 0.07 -0.01 0.04
C 0.8375 -3.2366 -4.1482 -0.05 -0.05 -0.08
C 1.0804 -2.1201 -3.3642 -0.01 0.07 0.01
P 2.1484 0.8136 -0.1874 0.19 0.10 0.16
C 3.5408 -0.1311 0.4951 0.02 0.01 0.02
C 4.2210 0.3300 1.6254 -0.07 0.01 0.01
C 5.2388 -0.4258 2.1860 0.00 0.01 -0.01
C 5.6016 -1.6387 1.6174 0.00 -0.02 -0.01
C 4.9512 -2.0902 0.4776 0.05 -0.03 0.03
C 3.9237 -1.3449 -0.0785 -0.11 0.05 -0.08
C 2.5967 2.5538 -0.0392 0.03 -0.05 0.01
C 2.9289 3.3112 -1.1577 -0.05 -0.01 -0.05
C 3.2666 4.6492 -1.0119 0.00 0.00 0.00
C 3.2797 5.2301 0.2469 0.01 0.01 0.00
C 2.9453 4.4793 1.3672 -0.02 0.00 0.02
C 2.5959 3.1472 1.2253 -0.03 0.04 -0.02
H 2.8445 0.4269 -2.4336 -0.01 0.05 -0.04
H -1.4785 2.5735 -2.1402 -0.01 0.00 -0.03
H -1.8432 4.5952 -3.5011 0.00 0.00 -0.01
H -0.3838 5.0597 -5.4395 0.00 -0.01 0.01
H 1.4251 3.4912 -6.0402 0.00 -0.01 0.01
H 1.7684 1.4390 -4.7277 -0.01 0.00 -0.01
H -1.4075 -0.1106 -4.5151 -0.01 0.00 0.00
H -1.8525 -2.1156 -5.8780 0.00 0.00 0.00
H -0.4205 -4.1160 -5.6490 0.00 0.00 0.00
H 1.4894 -4.0979 -4.0776 -0.01 0.01 0.00
H 1.9197 -2.1141 -2.6806 -0.02 -0.02 0.02
H 3.9795 1.2893 2.0611 0.04 -0.05 0.01
H 5.7616 -0.0559 3.0578 0.00 0.00 0.00
H 6.4029 -2.2223 2.0508 0.00 0.01 -0.01
H 5.2535 -3.0195 0.0130 -0.01 0.01 0.00
H 3.4368 -1.6997 -0.9761 -0.03 -0.03 0.00
H 2.9100 2.8705 -2.1470 0.01 0.02 0.00
H 3.5206 5.2376 -1.8834 0.00 -0.01 0.00
H 3.5465 6.2727 0.3568 0.00 -0.01 0.00
H 2.9489 4.9349 2.3486 0.00 0.00 -0.01
H 2.3159 2.5749 2.1044 -0.04 0.05 -0.01
Br -3.9855 5.8825 1.0400 0.06 -0.09 -0.01
C -2.9784 4.3070 0.7954 -0.01 0.04 0.01
C -1.6798 4.2338 1.2742 -0.02 0.09 0.03
C -0.9483 3.0729 1.0792 -0.04 -0.09 -0.01
C -1.4673 1.9574 0.4056 0.14 0.06 0.10
C -2.7902 2.0727 -0.0486 0.04 -0.05 -0.03
C -3.5405 3.2239 0.1373 -0.07 0.04 -0.01
H -1.2460 5.0783 1.7931 0.00 -0.01 -0.01
H 0.0609 3.0577 1.4670 0.08 -0.02 0.02
H -3.2670 1.2606 -0.5847 0.00 -0.01 -0.01
H -4.5570 3.2823 -0.2283 0.00 0.00 0.00
```
Positions in Å, forces in eV/Å.

The total energy is -6142.12904 hartree. For the gap between HOMO and LUMO, the calculation gives 8.1 eV. The value obtained for the HOMO energy is -13.25 eV. The total charge is +2. The calculation puts the energy above the lowest of the compared OMol25 structures with the same formula, charge and spin at 0.0 kcal per mole.

Mulliken atomic charge list, values in e, 5 entries: Al -0.409; C -1.266; C -0.454; S 0.163; C -1.128


Question: gap between HOMO and LUMO of number 1 (C36H36O12)?
Answer: 8.2 eV


Question: What is the formula in the second record?
Answer: C36H37AlBrNP2S3


Question: Number 1 is which compound?
Answer: C36H36O12


Question: Which of these has the highest gap between HOMO and LUMO?
Answer: C36H36O12